(1)
{
  "formula": "C4H11N2O",
  "method": "the ωB97M-V functional and the def2-TZVPD basis",
  "total_charge": 1,
  "fmax_ha_per_bohr": 0.05290,
  "relative_energy_ev": 7.479,
  "homo_lumo_gap_ev": 6.4582,
  "spin_multiplicity": 1,
  "elements": ["N", "C", "C", "N", "C", "C", "O", "H", "H", "H", "H", "H", "H", "H", "H", "H", "H", "H"],
  "xyz": [[2.154, -0.335, -0.684], [1.162, 0.681, -0.411], [0.590, 0.518, 0.991], [-0.364, -0.583, 1.093], [-1.733, -0.230, 0.852], [-1.820, -0.025, -0.654], [-2.010, 1.041, -1.133], [-0.040, -1.640, -0.784], [2.229, -0.663, -1.633], [3.056, -0.233, -0.240], [0.416, 0.600, -1.211], [1.596, 1.674, -0.528], [1.393, 0.350, 1.718], [0.082, 1.432, 1.300], [-0.171, -1.347, 0.356], [-2.207, 0.684, 1.274], [-2.450, -1.028, 1.058], [-1.881, -0.897, -1.365]],
  "forces_ev_per_a": [[-1.063, -0.337, -0.016], [1.427, -0.187, -1.571], [-0.909, -0.016, 1.019], [-0.312, 0.875, -0.342], [-1.183, -0.169, 0.120], [-1.861, 1.397, -1.408], [0.395, 0.075, -0.020], [0.195, 0.707, 0.568], [0.018, 0.123, -0.044], [-0.035, -0.043, 0.092], [-0.022, 0.072, 0.478], [-0.020, 0.209, 0.484], [0.012, -0.143, -0.307], [-0.051, 0.005, -0.168], [0.837, -1.159, 0.070], [1.248, -0.346, 0.090], [0.501, -0.402, 0.299], [0.822, -0.662, 0.656]]
}

(2)
{
  "formula": "C5H5N2P",
  "method": "the ωB97M-V functional and the def2-TZVPD basis",
  "total_charge": 0,
  "fmax_ha_per_bohr": 0.10886,
  "smiles": "C1=P(n2ccnc2)=C1",
  "relative_energy_ev": 3.235,
  "homo_lumo_gap_ev": 6.9407,
  "spin_multiplicity": 1,
  "elements": ["C", "C", "C", "C", "C", "N", "N", "P", "H", "H", "H", "H", "H"],
  "xyz": [[2.047, -0.571, -1.749], [1.310, 0.323, -1.012], [0.688, -1.664, -0.555], [-1.768, 0.709, 2.056], [-2.455, 1.677, 1.383], [1.698, -1.808, -1.332], [0.436, -0.381, -0.241], [-1.625, 0.214, 0.298], [2.752, -0.461, -2.450], [1.223, 1.473, -1.074], [0.433, -2.538, 0.079], [-1.656, 0.510, 3.109], [-3.081, 2.516, 1.487]],
  "forces_ev_per_a": [[-2.186, 0.268, 2.886], [-0.280, 3.185, -1.158], [-0.440, -2.160, 2.685], [-1.620, 2.012, -2.219], [3.335, -4.475, -0.431], [0.821, -1.101, -1.821], [-2.040, 1.813, 0.838], [0.194, 0.462, 1.926], [2.543, 0.750, -2.310], [0.325, -2.172, 0.127], [-0.678, 0.870, -0.533], [0.262, -0.491, 0.009], [-0.236, 1.038, 0.000]]
}